No. 1
Density functional theory data (ωB97M-V/def2-TZVPD) for a single C5H11N molecule at a distorted geometry.

Atoms and positions in Å:
C  2.06  2.12  -0.60
C  0.83  1.49  0.08
C  0.87  0.30  0.67
C  -0.30  -0.58  0.84
N  -1.19  -0.75  -0.36
C  -2.24  -1.77  -0.22
H  2.34  3.16  -0.47
H  2.82  1.41  -0.18
H  2.01  1.82  -1.65
H  -0.11  2.01  -0.13
H  1.82  -0.03  1.11
H  0.00  -1.62  1.09
H  -0.93  -0.18  1.65
H  -0.63  -1.12  -1.12
H  -2.83  -1.77  -1.13
H  -1.90  -2.84  -0.39
H  -2.63  -1.64  0.82

Values from the calculation:
highest occupied orbital energy: -8.6 eV
total charge: 0
orbital gap: 9.787 eV


No. 2
Density functional theory data (ωB97M-V/def2-TZVPD) for a single C2H8P2S2 molecule at a distorted geometry.

Atoms and positions in Å:
C  1.44  0.69  0.81
C  1.11  0.66  -0.68
P  0.74  -1.13  -1.19
P  -0.76  -1.58  0.39
S  -2.88  -0.58  -0.75
S  -3.22  1.12  0.18
H  2.31  0.09  0.95
H  1.74  1.66  1.03
H  0.56  0.32  1.39
H  2.08  1.17  -1.25
H  0.15  1.16  -1.13
H  1.86  -1.91  -0.72
H  -1.12  -2.77  -0.31
H  -4.01  1.10  1.28

Values from the calculation:
highest occupied orbital energy: -8.3 eV
total charge: 0
orbital gap: 7.418 eV


No. 3
Density functional theory data (ωB97M-V/def2-TZVPD) for a gas-phase ion, C24H31N6O5 (charge +1) at a distorted geometry.

Atoms and positions in Å:
C  -5.67  -3.60  -0.66
O  -4.56  -2.91  -0.11
C  -3.98  -1.92  -0.81
C  -4.39  -1.51  -2.08
C  -3.70  -0.52  -2.75
C  -2.61  0.09  -2.17
C  -2.20  -0.28  -0.89
C  -1.05  0.48  -0.25
C  -1.64  1.57  0.58
N  -2.37  1.40  1.66
N  -2.72  2.61  2.07
N  -2.25  3.50  1.31
N  -1.54  2.90  0.35
C  -0.81  3.66  -0.63
C  0.69  3.66  -0.33
C  1.48  4.68  -1.15
C  2.87  4.06  -1.14
C  2.57  2.57  -1.20
O  1.25  2.39  -0.66
N  -0.20  -0.42  0.57
C  0.58  -1.31  -0.32
C  1.46  -2.27  0.49
N  2.33  -1.51  1.35
C  3.50  -0.93  0.85
O  3.80  0.22  1.12
C  4.35  -1.81  0.05
C  4.54  -3.18  0.08
C  5.61  -3.44  -0.80
C  5.98  -2.23  -1.30
O  5.24  -1.25  -0.79
C  1.57  -0.70  2.27
C  0.68  0.29  1.53
C  -2.89  -1.28  -0.20
O  -2.42  -1.70  1.04
C  -3.32  -1.59  2.15
H  -5.95  -4.34  0.08
H  -6.51  -2.92  -0.83
H  -5.40  -4.10  -1.59
H  -5.23  -1.98  -2.56
H  -4.02  -0.22  -3.74
H  -2.07  0.86  -2.70
H  -0.41  0.94  -1.01
H  -1.19  4.68  -0.58
H  -1.00  3.24  -1.63
H  0.83  3.85  0.74
H  1.44  5.67  -0.71
H  1.09  4.72  -2.17
H  3.49  4.39  -1.97
H  3.38  4.31  -0.21
H  3.27  1.97  -0.60
H  2.57  2.20  -2.23
H  -0.91  -1.01  1.09
H  -0.11  -1.86  -0.96
H  1.22  -0.67  -0.94
H  2.04  -2.88  -0.20
H  0.84  -2.93  1.11
H  4.02  -3.89  0.69
H  6.04  -4.40  -1.02
H  6.74  -1.96  -2.01
H  2.27  -0.14  2.90
H  0.98  -1.36  2.90
H  0.06  0.84  2.24
H  1.30  0.99  0.96
H  -2.79  -2.02  2.99
H  -3.55  -0.54  2.34
H  -4.24  -2.15  1.96

Values from the calculation:
highest occupied orbital energy: -11.5 eV
total charge: +1
orbital gap: 9.512 eV


No. 4
Density functional theory data (ωB97M-V/def2-TZVPD) for 2 unconnected molecules or ions with the total composition C9H14 at a distorted geometry.

Atoms and positions in Å:
C  1.32  0.56  2.28
C  1.51  0.36  0.82
C  2.86  0.10  0.37
C  3.12  0.14  -0.97
C  2.04  0.14  -1.91
C  0.79  0.43  -1.47
C  0.52  0.53  -0.12
H  2.17  1.21  2.63
H  1.30  -0.47  2.70
H  0.32  0.87  2.65
H  3.68  -0.07  1.07
H  4.15  0.08  -1.31
H  2.29  0.06  -2.96
H  -0.10  0.30  -2.15
H  -0.47  0.52  0.30
C  -2.78  -0.67  0.43
C  -3.61  -0.58  -0.88
H  -2.52  0.28  0.86
H  -3.36  -1.17  1.25
H  -1.85  -1.11  0.12
H  -3.71  0.50  -1.17
H  -4.61  -1.01  -0.80
H  -3.06  -0.98  -1.75

Values from the calculation:
highest occupied orbital energy: -8.8 eV
total charge: 0
orbital gap: 9.868 eV


No. 5
Density functional theory data (ωB97M-V/def2-TZVPD) for 2 unconnected molecules or ions with the total composition C21H26N2O2 at a distorted geometry.

Atoms and positions in Å:
C  3.27  0.25  2.35
N  1.97  -0.25  1.92
C  1.88  -1.71  1.99
C  0.95  0.59  1.62
C  -0.42  0.31  2.03
C  -0.88  -0.85  2.70
C  -2.25  -1.05  2.87
C  -3.17  -0.10  2.42
C  -4.63  -0.37  2.57
C  -2.72  1.12  1.88
C  -1.36  1.32  1.75
H  4.04  -0.49  2.10
H  3.51  1.20  1.87
H  3.29  0.42  3.44
H  2.81  -2.15  1.60
H  1.77  -2.04  3.04
H  1.05  -2.09  1.38
H  1.23  1.65  1.74
H  -0.21  -1.60  3.10
H  -2.62  -1.94  3.40
H  -5.23  0.50  2.26
H  -4.93  -1.21  1.93
H  -4.85  -0.65  3.61
H  -3.41  1.91  1.60
H  -0.98  2.25  1.35
C  -1.78  4.97  -0.40
C  -1.51  3.81  -1.32
O  -0.57  2.98  -0.58
C  -0.30  1.82  -1.22
C  0.82  1.04  -0.50
N  0.89  -0.17  -1.00
C  1.53  -1.24  -1.30
C  1.56  -2.04  -2.54
C  2.04  -3.37  -2.47
C  2.14  -4.19  -3.59
C  1.83  -3.67  -4.86
C  1.37  -2.35  -4.97
C  1.21  -1.54  -3.82
O  -0.86  1.51  -2.26
H  -2.49  5.69  -0.82
H  -2.22  4.61  0.54
H  -0.86  5.50  -0.16
H  -2.41  3.23  -1.55
H  -1.01  4.12  -2.24
H  1.70  1.77  -0.36
H  2.16  -1.70  -0.52
H  2.33  -3.76  -1.49
H  2.45  -5.23  -3.48
H  1.96  -4.29  -5.75
H  1.12  -1.94  -5.96
H  0.82  -0.53  -3.92

Values from the calculation:
highest occupied orbital energy: -6.3 eV
total charge: 0
orbital gap: 6.360 eV


No. 6
Density functional theory data (ωB97M-V/def2-TZVPD) for a single C21H29N3OS molecule at a distorted geometry.

Atoms and positions in Å:
O  2.98  -3.31  -2.24
C  3.26  -1.97  -1.96
C  2.23  -1.32  -1.04
C  0.87  -1.16  -1.74
C  -0.14  -0.30  -0.94
N  -0.83  -0.96  0.15
C  -0.14  -1.00  1.43
C  0.19  0.37  1.89
N  -0.65  1.26  2.26
C  -0.07  2.44  2.63
C  -0.91  3.54  3.08
C  -2.30  3.40  3.00
C  -3.13  4.42  3.41
C  -2.59  5.60  3.91
C  -1.21  5.75  3.98
C  -0.38  4.73  3.57
C  1.30  2.43  2.54
S  1.87  0.92  1.96
C  -1.36  -2.24  -0.28
C  -0.29  -3.12  -0.95
N  0.33  -2.48  -2.11
C  -0.50  -2.44  -3.32
C  -1.11  -3.80  -3.67
C  -1.35  -3.70  -5.18
C  -0.07  -3.04  -5.68
C  0.35  -2.07  -4.56
H  2.02  -3.36  -2.41
H  4.25  -1.95  -1.49
H  3.33  -1.39  -2.90
H  2.15  -1.94  -0.15
H  2.59  -0.34  -0.74
H  1.07  -0.62  -2.67
H  0.36  0.59  -0.57
H  -0.92  0.03  -1.64
H  -0.85  -1.44  2.15
H  0.78  -1.60  1.43
H  -2.70  2.48  2.62
H  -4.20  4.30  3.35
H  -3.24  6.40  4.23
H  -0.79  6.66  4.37
H  0.69  4.85  3.65
H  2.00  3.21  2.76
H  -1.79  -2.76  0.57
H  -2.16  -2.03  -1.00
H  -0.73  -4.07  -1.26
H  0.50  -3.34  -0.24
H  -1.32  -1.71  -3.22
H  -2.02  -4.01  -3.12
H  -0.38  -4.59  -3.48
H  -1.54  -4.67  -5.64
H  -2.21  -3.05  -5.37
H  0.70  -3.80  -5.81
H  -0.21  -2.54  -6.63
H  0.16  -1.04  -4.86
H  1.41  -2.18  -4.34

Values from the calculation:
highest occupied orbital energy: -7.9 eV
total charge: 0
orbital gap: 8.510 eV


No. 7
Density functional theory data (ωB97M-V/def2-TZVPD) for a molecular structure, C6H6N at a distorted geometry.

Atoms and positions in Å:
C  -1.21  0.49  -1.29
C  -0.25  0.17  -0.25
C  1.10  2.24  -0.40
C  -1.53  -1.77  -0.36
C  -0.45  -1.09  0.35
C  -1.62  -0.72  -1.45
N  0.81  1.01  -0.01
H  0.36  2.67  -0.99
H  2.14  2.76  -0.26
H  -1.11  -2.69  -0.57
H  -2.43  -1.91  0.03
H  0.09  -1.58  1.24
H  1.44  0.64  0.77

Values from the calculation:
highest occupied orbital energy: -13.6 eV
total charge: +1
orbital gap: 7.631 eV


No. 8
Density functional theory data (ωB97M-V/def2-TZVPD) for 3 unconnected molecules or ions with the total composition C23H32F16NO8P at a distorted geometry.

Atoms and positions in Å:
C  1.16  0.33  2.25
C  0.99  -1.11  2.60
O  1.45  -1.58  3.63
O  0.29  -1.88  1.70
C  -1.11  -1.98  2.04
C  -1.53  -3.41  1.81
C  -3.04  -3.64  1.65
C  -3.94  -2.50  2.08
C  -5.39  -2.97  2.16
C  -6.47  -1.93  1.84
N  -6.01  -0.56  1.66
C  -7.34  -2.29  0.62
O  -7.19  -3.17  -0.20
O  -8.41  -1.45  0.65
C  -8.64  -0.98  1.99
C  -10.11  -0.99  2.36
C  -10.42  0.30  3.09
O  -11.80  0.31  3.41
C  -7.64  -1.80  2.83
P  -8.26  -3.36  3.56
O  -7.51  -4.58  3.20
H  0.47  0.96  2.79
H  1.09  0.53  1.20
H  2.15  0.61  2.57
H  -1.24  -1.74  3.08
H  -1.64  -1.28  1.42
H  -1.00  -3.76  0.94
H  -1.19  -3.99  2.65
H  -3.35  -4.56  2.14
H  -3.24  -3.79  0.60
H  -3.78  -1.68  1.40
H  -3.64  -2.18  3.08
H  -5.52  -3.81  1.50
H  -5.55  -3.36  3.14
H  -5.47  -0.47  0.81
H  -5.44  -0.27  2.45
H  -8.36  0.06  1.94
H  -10.69  -0.97  1.45
H  -10.40  -1.79  3.02
H  -10.17  1.15  2.47
H  -9.82  0.37  4.00
H  -12.14  1.20  3.32
H  -7.32  -1.20  3.68
H  -8.19  -3.12  4.95
H  -9.62  -3.52  3.26
F  4.53  1.82  -1.60
C  3.50  0.97  -1.51
F  2.43  1.68  -1.08
C  3.76  -0.17  -0.51
F  3.87  0.34  0.74
F  2.62  -0.91  -0.53
C  4.91  -1.16  -0.78
O  6.15  -1.02  -0.10
C  7.19  -0.24  -0.55
F  6.96  0.23  -1.79
F  8.28  -1.03  -0.63
C  7.56  0.88  0.43
F  6.51  1.69  0.67
F  8.55  1.62  -0.11
H  3.27  0.56  -2.50
H  4.53  -2.10  -0.40
H  5.06  -1.31  -1.85
H  7.89  0.45  1.38
F  8.83  2.31  -4.77
C  7.61  1.90  -4.39
F  7.40  0.68  -4.94
C  6.50  2.85  -4.88
F  6.44  2.84  -6.23
F  5.34  2.28  -4.43
C  6.48  4.30  -4.37
O  6.97  5.35  -5.20
C  8.28  5.78  -5.22
F  9.02  5.23  -4.24
F  8.26  7.11  -4.99
C  8.92  5.61  -6.60
F  8.91  4.32  -6.99
F  10.21  6.02  -6.54
H  7.58  1.81  -3.31
H  5.42  4.53  -4.29
H  6.87  4.37  -3.35
H  8.38  6.20  -7.34

Values from the calculation:
highest occupied orbital energy: -10.2 eV
total charge: 0
orbital gap: 10.550 eV


No. 9
Density functional theory data (ωB97M-V/def2-TZVPD) for a molecular structure, C15H11AuF6N5O4S3.

Atoms and positions in Å:
Au  0.94  -0.76  0.65
N  4.15  2.07  0.77
C  3.01  1.38  0.78
S  3.17  -0.37  0.86
N  1.87  2.03  0.72
N  0.79  1.21  0.73
C  -0.42  1.68  0.71
C  -0.72  3.12  0.65
C  -0.15  4.03  1.54
C  -0.48  5.37  1.46
C  -1.36  5.81  0.47
C  -1.91  4.92  -0.43
C  -1.61  3.57  -0.33
C  -1.51  0.68  0.78
C  -2.82  0.99  1.02
C  -3.75  -0.04  1.14
C  -3.33  -1.35  1.02
C  -1.98  -1.61  0.79
N  -1.11  -0.61  0.67
H  5.04  1.60  0.77
H  4.12  3.07  0.71
H  0.54  3.68  2.30
H  -0.06  6.07  2.16
H  -1.61  6.86  0.41
H  -2.58  5.26  -1.20
H  -2.04  2.87  -1.04
H  -3.12  2.03  1.14
H  -4.79  0.18  1.34
H  -4.02  -2.18  1.10
H  -1.59  -2.61  0.68
F  3.66  -5.11  -0.49
C  2.91  -4.50  0.40
F  2.34  -5.37  1.20
F  3.65  -3.65  1.11
S  1.63  -3.48  -0.46
O  0.87  -2.84  0.70
O  2.32  -2.46  -1.20
N  0.87  -4.55  -1.24
S  -0.43  -4.20  -2.13
O  -1.09  -3.02  -1.64
O  -1.15  -5.40  -2.37
C  0.31  -3.69  -3.76
F  0.58  -2.39  -3.75
F  -0.57  -3.94  -4.72
F  1.43  -4.36  -4.00

Values from the calculation:
highest occupied orbital energy: -12.4 eV
total charge: +1
orbital gap: 7.128 eV


No. 10
Density functional theory data (ωB97M-V/def2-TZVPD) for a molecular structure, C32H51AsI2N3O5SbSi3Ti at a distorted geometry.

Atoms and positions in Å:
Ti  0.73  0.15  -0.15
O  -0.16  -1.09  -3.19
C  -0.34  -0.97  -2.01
O  -0.61  0.22  -1.41
C  0.11  -2.08  -0.99
O  0.61  -3.10  -1.37
O  0.21  -1.62  0.28
O  -0.71  0.64  1.35
C  -0.90  0.48  2.78
C  -0.42  1.69  3.52
C  -1.31  2.53  4.17
C  -0.82  3.66  4.82
C  0.53  3.89  4.81
C  1.36  2.99  4.14
N  0.90  1.92  3.51
H  -0.86  1.58  1.15
H  -0.37  -0.43  3.07
H  -1.97  0.33  2.94
H  -2.37  2.31  4.14
H  -1.50  4.34  5.31
H  0.97  4.76  5.27
H  2.42  3.17  4.11
N  5.74  -1.11  -5.63
C  5.03  -0.88  -4.76
C  4.14  -0.60  -3.66
C  3.95  -1.54  -2.65
C  3.10  -1.23  -1.62
N  2.43  -0.07  -1.56
C  2.60  0.83  -2.55
C  3.45  0.60  -3.60
H  4.46  -2.49  -2.68
H  2.90  -1.94  -0.84
H  2.02  1.74  -2.46
H  3.56  1.34  -4.38
C  2.31  -0.84  3.70
As  2.72  -0.17  1.92
C  4.00  -1.59  1.48
C  3.95  1.34  2.17
C  5.02  1.05  3.17
C  6.25  0.53  2.76
C  7.24  0.24  3.69
C  7.01  0.47  5.04
C  5.79  0.99  5.45
C  4.81  1.28  4.52
H  3.24  -0.93  4.25
H  1.86  -1.83  3.59
H  1.65  -0.16  4.22
H  4.63  -1.78  2.35
H  4.64  -1.28  0.65
H  3.47  -2.50  1.22
H  3.32  2.20  2.45
H  4.35  1.56  1.18
H  6.44  0.37  1.71
H  8.19  -0.15  3.36
H  7.78  0.24  5.77
H  5.61  1.18  6.50
H  3.86  1.70  4.85
C  -2.72  -2.72  -4.85
Si  -3.81  -1.86  -3.60
C  -3.66  0.00  -3.76
C  -5.59  -2.39  -3.78
Sb  -2.83  -2.40  -1.31
Si  -2.78  -4.91  -0.87
C  -1.88  -5.63  -2.34
C  -4.46  -5.69  -0.64
C  -1.75  -5.11  0.69
Si  -4.31  -1.38  0.47
C  -4.07  0.48  0.36
C  -6.12  -1.83  0.27
C  -3.68  -2.07  2.10
H  -3.05  -2.46  -5.86
H  -2.75  -3.80  -4.76
H  -1.68  -2.39  -4.74
H  -3.87  0.29  -4.80
H  -2.65  0.34  -3.52
H  -4.37  0.52  -3.12
H  -5.93  -2.26  -4.81
H  -6.24  -1.79  -3.14
H  -5.72  -3.44  -3.51
H  -2.45  -5.49  -3.26
H  -1.73  -6.71  -2.22
H  -0.90  -5.16  -2.45
H  -5.05  -5.64  -1.55
H  -5.01  -5.18  0.15
H  -4.35  -6.74  -0.35
H  -0.92  -4.41  0.72
H  -1.33  -6.12  0.72
H  -2.36  -4.98  1.58
H  -4.83  0.94  -0.27
H  -3.09  0.73  -0.05
H  -4.16  0.94  1.35
H  -6.61  -1.14  -0.42
H  -6.65  -1.79  1.22
H  -6.22  -2.84  -0.14
H  -2.60  -1.97  2.18
H  -3.92  -3.13  2.20
H  -4.15  -1.55  2.93
I  1.06  2.76  0.07
I  2.79  5.49  2.27

Values from the calculation:
highest occupied orbital energy: -6.2 eV
total charge: 0
orbital gap: 3.809 eV